# C8H14N3

The ion C8H14N3 with charge +1 (ωB97M-V with the def2-TZVPD basis set, OMol25).

```
25
Properties=species:S:1:pos:R:3
C -1.6033 -2.4551 -1.2297
C 0.1771 -3.0408 -0.2010
C -0.3856 1.0752 -0.8130
C -1.4140 0.0037 -1.2024
C 0.1845 0.9679 0.5824
C 1.1012 -0.1367 0.6978
C -0.9663 0.9132 1.6424
C 2.2714 -0.2525 -0.3334
N -0.8375 -3.4715 -0.9088
N -1.1378 -1.3452 -0.6573
N 0.0205 -1.6731 -0.0883
H -2.4995 -2.7243 -1.7406
H 1.1045 -3.5016 0.0966
H 0.4087 1.0740 -1.5764
H -0.8870 2.0279 -1.0633
H -2.4771 0.2250 -0.9401
H -1.4940 -0.2915 -2.4100
H 0.8066 2.0034 0.7907
H 1.3626 -0.5257 1.6608
H -1.6782 0.0973 1.4197
H -1.5699 1.8814 1.6884
H -0.6266 0.6594 2.6765
H 3.2539 -0.4779 0.1065
H 2.3557 0.5643 -0.9496
H 2.0674 -1.2084 -0.9751
```

Summary:
Relative energy (zero: lowest compared OMol25 entry of this formula, charge and spin) (eV): 3.995
Calculated total energy (Eh): -477.15011
Total charge: +1

# C13H20N6OSSn

A structure of composition C13H20N6OSSn (ωB97M-V with the def2-TZVPD basis set, OMol25).

```
42
Properties=species:S:1:pos:R:3
Sn -0.1511 -0.0592 -0.4616
N -3.7043 0.4814 2.4733
C -2.5361 0.3879 1.7986
S -2.6746 0.5387 0.0725
N -1.4605 0.2608 2.4961
N -0.2546 0.2133 1.8779
C 0.7419 0.3584 2.6974
C 2.1370 0.3706 2.4247
C 2.9858 0.7935 3.4596
C 4.3500 0.8244 3.3187
C 4.9174 0.3951 2.1185
C 4.1210 -0.0186 1.0829
C 2.7115 -0.0330 1.1904
O 2.0034 -0.4229 0.1885
H -4.5590 0.4595 1.9454
H -3.7070 0.2572 3.4539
H 0.4633 0.5104 3.7438
H 2.5271 1.1081 4.3872
H 4.9768 1.1520 4.1368
H 5.9934 0.3863 2.0098
H 4.5507 -0.3652 0.1534
C -0.3999 4.7722 0.4806
N 0.8378 4.4610 -0.2012
C 1.6128 5.5933 -0.6663
C 1.0625 3.1988 -0.6696
N 0.1383 2.2840 -0.6888
N 2.3062 2.9753 -1.1798
C 3.4662 3.3044 -0.3727
C 2.5131 1.8558 -2.0684
H -0.3085 5.7563 0.9356
H -0.5861 4.0461 1.2721
H -1.2589 4.7845 -0.2005
H 0.9421 6.3929 -0.9862
H 2.2168 5.2969 -1.5197
H 2.2662 5.9937 0.1168
H -0.7714 2.6414 -0.4218
H 3.1615 3.8728 0.5011
H 4.1911 3.8782 -0.9562
H 3.9417 2.3840 -0.0252
H 1.6472 1.7519 -2.7228
H 2.6653 0.9219 -1.5250
H 3.3972 2.0668 -2.6700
```

Summary:
Relative energy (zero: lowest compared OMol25 entry of this formula, charge and spin) (eV): 0.147
Calculated total energy (Eh): -1523.66967
Total charge: 0

# C32H54HfN3OP2S

A structure of composition C32H54HfN3OP2S (ωB97M-V with the def2-TZVPD basis set, OMol25).

```
94
Properties=species:S:1:pos:R:3
C 2.2664 -1.2409 -1.0571
C 1.8175 0.9310 -1.8909
C 3.1847 -1.4784 -2.0700
C 2.6161 0.6382 -3.0213
C 3.3132 -0.5487 -3.0982
H 3.7912 -2.3859 -2.0406
H 2.6779 1.4036 -3.8008
H 3.9801 -0.7513 -3.9320
N 1.4938 -0.1271 -1.0315
P 0.4907 -2.3784 0.9229
P 0.7667 2.6717 0.0461
C 2.1522 -2.2331 0.1031
H 2.4606 -3.2368 -0.2376
H 2.8678 -1.9285 0.8907
C 1.4033 2.2478 -1.5673
H 1.5593 3.0135 -2.3310
C -0.9318 3.6443 0.0176
C 2.1303 3.9105 0.4780
C -0.3839 -3.7145 -0.1215
C 0.9087 -3.0931 2.6247
C -2.0107 2.7048 0.5785
H -1.8071 2.4180 1.6201
H -2.9755 3.2346 0.5855
H -2.1668 1.7991 -0.0334
C -0.9596 4.9025 0.9042
H -0.7866 4.6602 1.9611
H -0.2644 5.6902 0.5945
H -1.9678 5.3445 0.8410
C -1.2470 4.0038 -1.4367
H -2.2482 4.4667 -1.4701
H -0.5288 4.7217 -1.8587
H -1.2618 3.1175 -2.0852
C 2.0136 4.3867 1.9315
H 2.0105 3.5371 2.6250
H 2.8912 5.0078 2.1593
H 1.1356 5.0082 2.1180
C 3.4900 3.2179 0.3061
H 3.6163 2.3971 1.0153
H 3.6210 2.8377 -0.7116
H 4.2787 3.9616 0.4877
C 2.0670 5.0810 -0.5273
H 2.3139 4.7383 -1.5369
H 1.0991 5.5885 -0.5669
H 2.8203 5.8240 -0.2326
C -0.3934 -3.5880 3.2696
H -0.1739 -3.8816 4.3084
H -1.1444 -2.7860 3.3054
H -0.8253 -4.4632 2.7672
C 1.4719 -1.9689 3.5062
H 2.4164 -1.5622 3.1280
H 0.7549 -1.1506 3.6434
H 1.6706 -2.4029 4.5012
C 1.9629 -4.2136 2.5720
H 2.8934 -3.8842 2.0910
H 2.2019 -4.4863 3.6114
H 1.6113 -5.1246 2.0790
C -0.1973 -3.3818 -1.6077
H 0.8481 -3.4628 -1.9299
H -0.7918 -4.0941 -2.2022
H -0.5628 -2.3776 -1.8446
C -1.8894 -3.6591 0.2061
H -2.3542 -2.7554 -0.2120
H -2.3778 -4.5373 -0.2540
H -2.1030 -3.6884 1.2845
C 0.1474 -5.1378 0.1124
H 1.2251 -5.2192 -0.0821
H -0.0870 -5.5322 1.1087
H -0.3547 -5.8037 -0.6073
Hf -0.1750 0.0887 0.4742
C 1.4304 0.7091 1.7395
O 2.3843 0.9211 2.4064
N -1.8188 -0.3971 -0.8478
C -2.6274 -0.7368 -1.6804
C -2.9482 -0.4106 -3.1867
C -2.2030 0.8519 -3.6273
C -2.4287 -1.5682 -4.0248
C -4.4591 -0.2484 -3.3287
H -2.6903 1.7592 -3.2580
H -1.1660 0.8438 -3.2632
H -2.1518 0.8920 -4.7268
H -2.9855 -2.4956 -3.8439
H -2.5054 -1.3162 -5.0942
H -1.3691 -1.7685 -3.8045
H -4.7390 -0.0216 -4.3679
H -4.9738 -1.1687 -3.0194
H -4.8156 0.5660 -2.6791
S -3.1284 -1.1468 3.8601
C -1.9191 -0.0764 4.5416
C -1.1433 0.4909 3.5714
N -1.4673 0.0377 2.2741
C -2.5355 -0.8229 2.2933
H -1.8287 0.1099 5.6040
H -0.3428 1.2176 3.6947
H -3.0394 -1.1425 1.3866
```

Summary:
Calculated total energy (Eh): -2619.22302
Total charge: +3

# C2H5ClNOP

The molecule C2H5ClNOP (ωB97M-V with the def2-TZVPD basis set, OMol25).

```
11
Properties=species:S:1:pos:R:3
C 0.9379 -0.1602 -0.2055
C -0.5381 -0.2827 -0.2763
N -1.3115 -0.2392 -1.2170
O 1.4836 0.4964 0.9938
P 0.5380 0.3365 2.3536
Cl -0.8111 0.0262 -3.1628
H 1.4015 -1.1205 -0.3224
H 1.5249 0.3776 -1.1154
H -2.3420 -0.2858 -1.1979
H -0.5053 1.4297 2.1665
H -0.3779 -0.5780 1.9834
```

Summary:
Relative energy (zero: lowest compared OMol25 entry of this formula, charge and spin) (eV): 4.943
Calculated total energy (Eh): -1010.60110
Total charge: 0